22
Properties=species:S:1:pos:R:3 method="wB97M-V/def2-TZVPD" homo_lumo_gap_ha="0.3350 / 0.1873" largest_force_ev_per_a=3.7 multiplicity=2 total_charge=+2 lumo_energy_ev="-7.92 / -11.79" s_squared=0.765
C -0.32543 -1.80138 1.63690
C -0.09901 -1.87358 0.12337
C -1.07707 -2.16443 -0.73877
N 1.24317 -1.59018 -0.30786
H -0.23182 -0.75726 1.98061
H 0.39156 -2.41400 2.22328
H -1.34408 -2.19635 1.80414
H -0.98250 -2.22829 -1.81352
H -2.07546 -2.27334 -0.33630
H 1.94238 -1.88556 0.38575
H 1.40499 -2.01336 -1.22142
C 0.70527 1.80000 -0.18533
C -0.61653 2.12419 -0.23732
N -1.30406 2.76401 0.77782
N 1.22811 0.86025 -1.13077
H 1.32539 2.10714 0.65291
H -1.27738 1.91213 -1.11498
H -2.30327 2.58533 0.73968
H -0.98062 2.66758 1.73630
H 2.20416 1.09464 -1.34068
H 0.66586 0.71800 -1.96071
H 1.36415 -0.25366 -0.64901